Entry one
This record from the Open Molecules 2025 dataset describes a structure of composition C24H25N3O4. The level of theory is wB97M-V/def2-TZVPD.

XYZ file:
```
56
C24H25N3O4 | the Open Molecules 2025 dataset | wB97M-V/def2-TZVPD
C -2.3875 -1.5037 1.5007
H -1.7958 -0.7444 2.0151
O -2.4446 -0.9909 0.0438
C -3.7899 -0.6645 -0.3376
C -4.3921 -1.4672 -1.5506
C -5.7090 -1.0081 -1.8366
C -6.4367 -0.0136 -1.1175
C -5.7940 0.8095 -0.3465
C -4.5756 0.4692 0.1826
C -3.8695 1.2678 1.3381
N -2.7995 2.1866 0.8464
C -1.6081 1.9613 1.2217
O -1.2063 1.0710 2.2315
C -0.4669 2.6643 0.4582
O -0.9077 3.4094 -0.4881
C 0.8008 2.0914 0.6237
C 1.4211 0.9790 1.3804
N 2.6453 0.8595 1.1286
C 3.1776 1.8517 -0.0467
C 4.2737 1.9170 -0.4951
C 4.3532 2.7998 -1.7148
C 3.1892 3.6837 -1.8438
C 2.0769 3.5771 -1.3216
C 1.8974 2.5794 -0.1805
H 1.2327 4.2345 -1.9059
H 3.5131 4.3307 -2.8054
H 5.3517 2.7471 -2.1392
H 5.1828 1.4196 -0.3639
C 3.4302 -0.1241 1.7700
H 2.9814 -0.6112 2.5318
H 4.4197 0.4860 2.0297
C 3.9631 -1.1631 0.5147
O 5.2080 -1.2102 0.3990
N 3.0299 -2.0266 0.0455
C 1.6005 -2.0212 0.3808
C 1.1284 -2.8385 -0.5141
H 0.7941 -2.5894 -1.6656
C 2.2923 -3.9271 -0.5177
C 3.4163 -2.8983 -0.8571
H 3.3957 -2.3888 -1.7850
H 4.4893 -3.4220 -0.4338
H 2.3017 -4.5364 0.3094
H 2.1036 -4.5933 -1.6536
H 0.1906 -3.7051 -0.0866
H 1.3839 -2.1696 1.3566
H 1.2971 -1.0615 0.1855
H 0.9637 0.5099 2.1605
H -2.7027 2.4037 0.0294
H -4.6160 2.1506 1.5702
H -3.7123 0.8119 2.2711
H -6.2758 1.6640 0.1804
H -7.2970 0.4477 -1.6972
H -5.8911 -1.3847 -2.8291
H -3.7949 -2.1830 -1.7472
H -1.6797 -2.4545 1.4986
H -3.3521 -1.6821 2.0768
```

As for the net charge: 0. The HOMO-LUMO gap comes out at 7.4 eV. The calculation puts the LUMO energy at -0.1196 eV. The molar mass is 419.48 g mol⁻¹. For the HOMO energy, the calculation gives -7.486 eV.



Entry two
This record from the Open Molecules 2025 dataset describes a cluster of 2 separate species, C24H25N3O4 in total. The level of theory is wB97M-V/def2-TZVPD.

XYZ file:
```
56
C24H25N3O4 | the Open Molecules 2025 dataset | wB97M-V/def2-TZVPD
C 2.8629 2.5089 0.5744
C 4.3356 2.7190 0.2242
O 4.4848 2.2368 -1.0877
C 3.2473 1.8041 -1.4984
O 3.0210 1.3280 -2.5986
N 2.2859 1.9549 -0.5539
H 2.7301 1.8149 1.4164
H 2.3507 3.4530 0.8097
H 4.6316 3.7774 0.2232
H 5.0176 2.1481 0.8696
C -2.7021 5.9855 0.8334
O -2.0506 4.9148 0.1952
C -1.9468 3.7546 0.9785
C -1.3214 2.6436 0.4219
C -1.1798 1.4758 1.1754
C -1.6711 1.4281 2.4938
C -2.3182 2.5332 3.0504
C -2.4474 3.6726 2.2993
N -1.3873 0.1536 3.0131
C -1.7921 -0.3673 4.3151
C -0.7434 -0.5791 2.0508
C -0.5962 0.1828 0.8889
C -0.1317 -0.3050 -0.3535
C 0.4941 -1.5754 -0.5041
C 1.2954 -2.2318 0.4357
N 1.6174 -3.4828 -0.0258
C 2.4687 -4.4545 0.6512
C 1.0053 -3.6827 -1.2721
C 0.3144 -2.5036 -1.6003
C -0.4862 -2.4512 -2.7447
C -0.5859 -3.5725 -3.5599
O -1.3842 -3.6385 -4.7117
C -2.0621 -2.4481 -5.0233
C 0.1311 -4.7417 -3.2150
C 0.9132 -4.8100 -2.0921
H -2.7455 6.8287 0.1461
H -3.7184 5.6967 1.1011
H -2.1462 6.2822 1.7229
H -0.9462 2.6949 -0.5811
H -2.7150 2.4775 4.0503
H -2.9427 4.5256 2.7289
H -2.3046 0.3901 4.9022
H -2.4608 -1.2152 4.1802
H -0.9145 -0.7001 4.8641
H -0.4954 -1.6199 2.1600
H -0.3751 0.2533 -1.2409
H 1.6388 -1.8298 1.3710
H 2.5197 -5.3804 0.0823
H 3.4765 -4.0574 0.7550
H 2.0692 -4.6737 1.6393
H -1.0504 -1.5631 -2.9508
H -2.5928 -2.5843 -5.9647
H -2.7850 -2.2135 -4.2424
H -1.3478 -1.6334 -5.1368
H 0.0256 -5.6014 -3.8538
H 1.4095 -5.7221 -1.8123
```

As for the net charge: 0. The HOMO-LUMO gap comes out at 4.0 eV. The calculation puts the LUMO energy at -1.6935 eV. The molar mass is 419.48 g mol⁻¹. For the HOMO energy, the calculation gives -5.680 eV.



List of relative energies, unit eV: entry one 12.866; entry two 0.000



Entry one
This record from the Open Molecules 2025 dataset describes the molecule C13H11BO2S. The level of theory is wB97M-V/def2-TZVPD.

XYZ file:
```
28
C13H11BO2S | the Open Molecules 2025 dataset | wB97M-V/def2-TZVPD
O -3.8274 1.8404 -2.3800
B -2.4520 1.9981 -2.4669
O -1.7618 2.9899 -3.1894
C -0.4171 2.5186 -3.1606
C -0.3138 1.3110 -2.2437
C 0.8112 0.5398 -1.9732
C 0.6781 -0.6152 -1.2318
C -0.5664 -0.9584 -0.6893
S -0.7037 -2.3187 0.4592
C 0.3767 -1.7586 1.7438
C 1.7166 -2.1178 1.7393
C 2.5705 -1.7478 2.7441
C 2.1227 -1.0015 3.8203
C 0.7759 -0.5931 3.8324
C -0.0595 -0.9471 2.7787
C -1.7105 -0.2122 -0.9839
C -1.5519 0.9322 -1.7564
H -4.2798 1.3118 -1.6832
H 0.2071 3.3651 -2.8199
H -0.1042 2.3078 -4.1999
H 1.7578 0.8487 -2.3882
H 1.5339 -1.2186 -0.9798
H 2.1172 -2.6481 0.8828
H 3.5553 -2.1584 2.7164
H 2.8051 -0.7156 4.5920
H 0.4718 0.1026 4.6025
H -1.0835 -0.5614 2.7905
H -2.6682 -0.4931 -0.5561
```

The SMILES is OB1OCc2ccc(Sc3ccccc3)cc21. As for the net charge: 0. The HOMO-LUMO gap comes out at 9.3 eV. The calculation puts the LUMO energy at 0.5386 eV. The molar mass is 242.11 g mol⁻¹. For the HOMO energy, the calculation gives -8.759 eV.



Entry two
This record from the Open Molecules 2025 dataset describes the molecule C13H11BO2S. The level of theory is wB97M-V/def2-TZVPD.

XYZ file:
```
28
C13H11BO2S | the Open Molecules 2025 dataset | wB97M-V/def2-TZVPD
O 2.7124 2.1869 0.0786
B 1.6563 2.4009 -0.7683
O 1.5679 3.6340 -1.4937
C 0.2885 3.5314 -2.1220
C -0.2738 2.1745 -1.8355
C -1.4122 1.6453 -2.4187
C -1.7134 0.3045 -2.1512
C -1.0090 -0.4097 -1.2108
S -1.3841 -2.1034 -0.8363
C -0.6846 -2.3400 0.7465
C -1.3454 -1.8842 1.8492
C -0.8455 -2.1300 3.1432
C 0.4007 -2.6249 3.2678
C 1.1347 -2.9811 2.1771
C 0.5717 -2.8897 0.9413
C 0.0871 0.1096 -0.6472
C 0.5294 1.3587 -1.0268
H 3.3658 2.9014 0.0766
H -0.4104 4.3175 -1.7554
H 0.5490 3.6539 -3.1513
H -2.0672 2.2591 -3.0396
H -2.6605 -0.1553 -2.4146
H -2.3448 -1.3956 1.8067
H -1.4193 -1.8787 4.0555
H 0.7507 -2.7402 4.3063
H 2.1755 -3.2937 2.2883
H 1.1095 -3.2247 0.1001
H 0.6711 -0.4269 0.0341
```

The SMILES is OB1OCc2ccc(Sc3ccccc3)cc21. As for the net charge: 0. The HOMO-LUMO gap comes out at 8.9 eV. The calculation puts the LUMO energy at 0.6213 eV. The molar mass is 242.11 g mol⁻¹. For the HOMO energy, the calculation gives -8.290 eV.



List of relative energies, unit eV: entry one 0.000; entry two 0.224



Entry one
This record from the Open Molecules 2025 dataset describes the ion HO3S3 with charge -1. The level of theory is wB97M-V/def2-TZVPD.

XYZ file:
```
7
HO3S3 | the Open Molecules 2025 dataset | wB97M-V/def2-TZVPD
O 0.0950 -1.2046 2.1107
S -0.5061 -0.0950 1.3857
O 0.3151 1.1456 1.4397
S 0.0175 -0.8712 -0.8018
O 1.0400 0.3180 -1.3269
S -1.5506 -0.3722 -1.8002
H 0.5890 1.0793 -1.0071
```

The SMILES is O=S([O-])#S(O)=S. As for the net charge: -1. The HOMO-LUMO gap comes out at 7.3 eV. The calculation puts the LUMO energy at 3.6226 eV. The molar mass is 145.21 g mol⁻¹. For the HOMO energy, the calculation gives -3.667 eV.



Entry two
This record from the Open Molecules 2025 dataset describes the ion HO3S3 with charge -1. The level of theory is wB97M-V/def2-TZVPD.

XYZ file:
```
7
HO3S3 | the Open Molecules 2025 dataset | wB97M-V/def2-TZVPD
O 1.1182 -2.4787 -0.1023
S 0.7229 -1.4499 -1.0630
O -0.4316 -1.8662 -1.8670
O 0.1628 0.1835 0.0775
S 2.6298 -0.7721 -2.4240
S 2.3205 0.9803 -3.2102
H 1.1476 0.5869 0.0796
```

The SMILES is O=S(=O)(O)S[S-]. As for the net charge: -1. The HOMO-LUMO gap comes out at 6.3 eV. The calculation puts the LUMO energy at 2.3225 eV. The molar mass is 145.21 g mol⁻¹. For the HOMO energy, the calculation gives -3.936 eV.



List of relative energies, unit eV: entry one 0.000; entry two 1.300



Entry one
This record from the Open Molecules 2025 dataset describes a cluster of 9 separate species, C18H54O18 in total. The level of theory is wB97M-V/def2-TZVPD.

XYZ file:
```
90
C18H54O18 | the Open Molecules 2025 dataset | wB97M-V/def2-TZVPD
O -1.4396 -1.0608 -2.5294
C -2.1646 -0.9322 -3.7421
C -1.8960 0.2171 -4.6742
O -0.4422 0.1839 -4.8663
H -1.6065 -0.3631 -1.9415
H -1.8985 -1.7815 -4.3443
H -3.2339 -1.1617 -3.5434
H -2.2782 1.1737 -4.2390
H -2.4497 -0.0096 -5.6204
H -0.2932 1.0020 -5.2907
O -3.4572 1.3990 1.4383
C -3.3590 1.1012 2.8257
C -1.9542 0.6331 3.1364
O -1.4701 -0.4007 2.4088
H -4.3944 1.5445 1.0892
H -3.4687 1.9719 3.5358
H -4.1294 0.3819 3.0975
H -1.8874 0.3314 4.2661
H -1.2867 1.4883 3.0422
H -1.2793 -0.2434 1.4362
O -4.4603 1.4598 -2.5010
C -5.6146 2.3029 -2.2878
C -5.9490 2.7094 -0.9078
O -5.9624 1.7999 0.1434
H -4.5992 0.7707 -1.8216
H -5.5671 3.1847 -2.9218
H -6.4788 1.6800 -2.7545
H -6.9136 3.2106 -0.8646
H -5.3197 3.5177 -0.5401
H -6.4546 1.0131 -0.1671
O -1.2833 0.5030 -0.3300
C -0.1602 1.3471 -0.1308
C 1.0615 0.5717 -0.5953
O 1.1351 0.5432 -2.0363
H -2.0983 0.9660 -0.1051
H -0.2282 2.3121 -0.7131
H -0.2078 1.5517 0.9425
H 0.9860 -0.4671 -0.1861
H 2.0287 0.8817 -0.1336
H 0.3712 0.1422 -2.4775
O 4.1147 -1.8782 0.7193
C 4.7866 -0.5579 0.6275
C 6.3448 -0.6798 0.7358
O 6.8680 -1.0561 1.9569
H 4.3159 -2.2808 -0.1490
H 4.5139 0.0539 -0.3131
H 4.2814 0.0979 1.4365
H 6.7672 0.3620 0.5812
H 6.5924 -1.3798 -0.0471
H 6.8521 -1.9965 2.2050
O -4.5984 -3.1538 -1.3903
C -3.9244 -2.1758 -0.7193
C -4.9898 -1.3791 0.0178
O -5.8947 -0.8388 -0.9385
H -4.1605 -3.6881 -2.0249
H -3.2343 -2.6361 -0.0046
H -3.3055 -1.5446 -1.4032
H -4.5697 -0.5252 0.6175
H -5.4524 -2.0570 0.7900
H -6.3357 -1.5483 -1.3320
O 3.7691 3.4536 0.6657
C 3.4796 2.6612 1.8213
C 2.8732 3.3821 2.9799
O 3.9801 3.9857 3.7173
H 4.4128 4.1341 0.9579
H 2.8000 1.8658 1.6124
H 4.3627 2.1372 2.1782
H 2.4967 2.5591 3.5843
H 2.1194 4.0885 2.6415
H 3.9486 3.6216 4.6272
O 4.3829 -2.5793 -1.7542
C 2.9415 -2.7481 -2.0964
C 2.7351 -2.3965 -3.6206
O 2.9779 -1.0259 -3.8238
H 4.6078 -1.8217 -2.3639
H 2.7449 -3.7995 -1.8996
H 2.3666 -2.0225 -1.4827
H 1.6947 -2.5391 -3.9093
H 3.4029 -3.0111 -4.2640
H 2.3022 -0.4900 -3.3632
O 3.8685 -2.5213 3.5609
C 2.5446 -2.3361 4.0643
C 2.0828 -0.9364 3.6880
O 3.0757 -0.0158 3.9561
H 3.9155 -2.5818 2.5801
H 1.8087 -3.0265 3.7167
H 2.6073 -2.4885 5.1385
H 1.1359 -0.6455 4.2152
H 1.8677 -1.0201 2.6956
H 3.8260 -0.4964 3.7148
```

The SMILES is OCCO.OCCO.OCCO.OCCO.OCCO.OCCO.OCCO.OCCO.OCCO. As for the net charge: 0. The HOMO-LUMO gap comes out at 10.0 eV. The calculation puts the LUMO energy at 0.3252 eV. The molar mass is 558.61 g mol⁻¹. For the HOMO energy, the calculation gives -9.631 eV.



Entry two
This record from the Open Molecules 2025 dataset describes a cluster of 9 separate species, C18H54O18 in total. The level of theory is wB97M-V/def2-TZVPD.

XYZ file:
```
90
C18H54O18 | the Open Molecules 2025 dataset | wB97M-V/def2-TZVPD
O -1.8468 -0.4051 4.6822
C -2.0647 -1.7286 4.2103
C -3.4571 -1.8444 3.6629
O -3.5950 -1.2879 2.3634
H -2.1991 -0.3559 5.5739
H -1.2775 -1.9988 3.5034
H -1.8452 -2.4512 5.0054
H -4.2262 -1.4894 4.3523
H -3.6945 -2.8998 3.4804
H -3.8968 -0.3817 2.5081
O 2.3827 -2.7865 5.4790
C 2.7982 -1.9639 4.3798
C 1.6816 -1.0876 3.8182
O 1.3702 -0.0338 4.7337
H 2.1397 -2.1081 6.1221
H 3.6213 -1.3359 4.7359
H 3.2267 -2.6223 3.6260
H 0.7650 -1.6560 3.6457
H 2.0564 -0.6017 2.9131
H 0.8829 0.6364 4.2347
O -5.8943 3.7928 1.1018
C -5.6498 2.4556 0.6824
C -4.5898 1.8025 1.5802
O -5.0684 1.2112 2.8107
H -6.2759 3.7428 1.9825
H -6.5779 1.8786 0.7589
H -5.3799 2.4655 -0.3715
H -3.8647 2.5730 1.8451
H -4.0828 1.0226 1.0135
H -5.5597 1.8683 3.3113
O 2.1254 1.6281 -1.3026
C 1.5830 2.3806 -2.3734
C 1.0966 3.7630 -1.8902
O -0.2711 3.5948 -1.4300
H 1.6236 0.8088 -1.1611
H 2.4623 2.6401 -2.9726
H 0.8186 1.8999 -2.9826
H 1.0087 4.4012 -2.7752
H 1.8206 4.2374 -1.2279
H -0.4393 4.3723 -0.8866
O 3.4983 0.3518 -6.3571
C 2.4459 -0.3818 -5.7533
C 2.7339 -0.7060 -4.2806
O 3.8246 -1.6437 -4.1935
H 4.3311 0.1541 -5.9212
H 1.5325 0.2082 -5.8151
H 2.3039 -1.3762 -6.1824
H 1.9162 -1.2236 -3.7729
H 2.9349 0.1307 -3.6062
H 4.6459 -1.1708 -4.0377
O 0.3291 2.2159 3.3395
C 0.8376 3.5450 3.4998
C 0.8709 4.1800 2.1109
O 1.1431 5.5679 2.2690
H -0.5893 2.2627 3.6145
H 0.0909 4.0269 4.1313
H 1.8448 3.5744 3.9125
H -0.0995 4.0242 1.6295
H 1.6327 3.7328 1.4663
H 0.8723 6.0323 1.4740
O 2.9260 -2.7969 0.7698
C 2.9157 -2.6167 -0.6367
C 2.0546 -3.5709 -1.4375
O 2.4861 -4.9029 -1.2282
H 3.7636 -3.1685 1.0517
H 2.5926 -1.6116 -0.9177
H 3.9296 -2.5907 -1.0473
H 2.0656 -3.3605 -2.5152
H 0.9913 -3.4060 -1.2220
H 1.7211 -5.4266 -1.4880
O 0.4539 -0.5175 -1.1319
C -0.3673 -0.6604 0.0122
C -0.9228 0.6611 0.5897
O -1.7438 1.4241 -0.2708
H 0.0003 -0.9792 -1.8591
H -1.2002 -1.3618 -0.0936
H 0.2043 -1.1330 0.8181
H -0.0937 1.2355 1.0177
H -1.3905 0.3800 1.5393
H -1.1351 1.9578 -0.8020
O -0.4626 -2.7325 -6.5182
C -0.6281 -3.0593 -5.1585
C -0.9512 -1.8245 -4.3287
O -0.9389 -1.9829 -2.9091
H 0.0490 -3.4515 -6.8973
H -1.3815 -3.8413 -5.0189
H 0.3233 -3.4621 -4.7899
H -1.9713 -1.4955 -4.5482
H -0.3137 -0.9826 -4.5957
H -1.7835 -2.3647 -2.6548
```

The SMILES is OCCO.OCCO.OCCO.OCCO.OCCO.OCCO.OCCO.OCCO.OCCO. As for the net charge: 0. The HOMO-LUMO gap comes out at 9.7 eV. The calculation puts the LUMO energy at 0.2211 eV. The molar mass is 558.61 g mol⁻¹. For the HOMO energy, the calculation gives -9.493 eV.



List of relative energies, unit eV: entry one 0.114; entry two 0.000